[1]
The following is a quantum chemistry calculation of 2 unconnected molecules or ions with the total composition C3H7O3, from the Open Molecules 2025 dataset.

```
13
Properties=species:S:1:pos:R:3:forces:R:3
O 0.1880 1.1356 -0.8737 -0.07 0.04 0.15
O -1.4262 -1.7823 0.5395 0.12 -0.13 0.24
O 0.5387 -0.2166 0.8842 0.72 0.65 0.27
C 2.2673 1.2485 0.1911 2.05 -0.14 -0.73
C -2.3522 -1.1359 -0.3095 1.99 0.06 -0.53
C 0.8745 0.6976 0.0709 -0.96 -0.46 -0.74
H 2.4922 1.7195 1.1467 0.01 -0.19 0.10
H -1.8175 -0.4755 -1.0182 -0.08 0.35 0.55
H -0.6630 -1.1400 0.7428 -0.50 -0.26 -0.41
H -2.6940 -1.8965 -1.0247 -1.18 0.07 0.66
H 2.5856 1.9042 -0.6259 -0.89 0.62 0.16
H -3.0125 -0.5235 0.3169 -0.74 -0.37 -0.66
H 3.0190 0.4649 -0.0402 -0.47 -0.25 0.93
```
Forces are in eV/Å.

Results
F_max: 0.042 hartree/bohr
Net charge: -1
E_HOMO: -4.45 eV
Relative energy (zero: lowest compared OMol25 entry of this formula, charge and spin): 21.8 kcal per mole
E: -9368.21164 eV
Spin multiplicity: 1



[2]
The following is a quantum chemistry calculation of 2 unconnected molecules or ions with the total composition C3H7O3, from the Open Molecules 2025 dataset.

```
13
Properties=species:S:1:pos:R:3:forces:R:3
O 2.6501 0.9237 -0.8607 -1.01 -1.39 0.42
O -1.4483 -0.6377 2.3079 -1.00 -0.23 0.49
O 0.7034 -0.4935 1.6754 -0.20 -0.14 -0.07
C -0.4952 -0.3766 1.5314 1.63 0.42 -0.80
C -0.7913 -0.5832 -0.9880 1.21 -0.83 -0.64
C -1.0786 0.2484 0.2191 -1.30 0.94 0.60
H 2.2087 0.2371 -0.3072 0.16 0.34 -0.82
H 0.2876 -0.6752 -1.1478 -0.05 0.16 0.12
H -1.1221 -1.6220 -0.9255 -0.37 0.16 0.27
H -2.1368 0.5051 0.3313 -0.09 -0.57 -0.01
H -0.6505 1.2538 0.2369 0.59 -0.19 -0.24
H 3.0449 1.4020 -0.1500 0.78 1.02 0.55
H -1.1720 -0.1820 -1.9227 -0.33 0.32 0.14
```
Forces are in eV/Å.

Results
F_max: 0.036 hartree/bohr
Net charge: 0
E_HOMO (spin up / spin down): -10.95 / -10.87 eV
Relative energy (zero: lowest compared OMol25 entry of this formula, charge and spin): 8.6 kcal per mole
<S²>: 0.755
E: -9365.02312 eV
Spin multiplicity: 2



[3]
The following is a quantum chemistry calculation of a molecular structure, C3H7O4P, from the Open Molecules 2025 dataset.

```
15
Properties=species:S:1:pos:R:3:forces:R:3
P -1.2423 1.3265 0.0944 1.59 -0.05 -0.53
O 1.4994 1.5435 1.2859 0.36 0.78 -1.28
O -2.0468 1.0571 1.2859 -1.28 -0.31 1.20
O -0.6101 -1.2606 0.9094 -1.65 0.70 0.94
O -1.5386 -0.1307 -1.7426 0.62 -1.04 -0.62
C -0.1381 -0.2561 0.0995 3.36 2.17 0.23
C -0.1902 -0.6478 -1.3284 0.31 2.40 -1.98
C 1.5962 0.3086 0.6822 -4.33 -2.64 1.42
H 1.9144 -0.5465 1.3503 -0.46 0.99 -0.50
H -0.0769 -1.6599 -1.4328 -0.50 -2.84 -0.21
H 0.6317 -0.2706 -2.0210 -1.11 0.38 0.97
H 1.3072 1.4440 2.1853 -0.58 -0.16 2.08
H -1.4614 -0.8764 1.2979 1.27 -0.63 -0.17
H 2.2729 0.4241 -0.0672 1.56 0.00 -2.64
H -1.9173 -0.4552 -2.5988 0.83 0.27 1.10
```
Forces are in eV/Å.

Results
F_max: 0.102 hartree/bohr
Net charge: 0
E_HOMO: -8.74 eV
Relative energy (zero: lowest compared OMol25 entry of this formula, charge and spin): 64.1 kcal per mole
E: -20700.69927 eV
Spin multiplicity: 1



[4]
The following is a quantum chemistry calculation of 2 unconnected molecules or ions with the total composition C3H7OS, from the Open Molecules 2025 dataset.

```
12
Properties=species:S:1:pos:R:3:forces:R:3
S -0.8807 -0.1964 -1.3320 0.18 0.12 0.15
O 3.1132 -0.4870 0.5562 0.37 -0.18 0.15
C -1.2718 1.2071 1.1824 0.72 0.50 -0.13
C -1.7572 0.1047 0.2330 -0.38 0.12 0.34
C 1.9111 -0.4487 0.5200 -0.59 0.28 -0.28
H -1.8328 -0.8100 0.8331 0.02 -0.11 -0.11
H 1.3315 0.3387 0.0130 0.14 0.08 0.03
H -2.7865 0.3850 -0.0122 -0.08 -0.12 0.00
H -1.9848 1.3989 1.9851 -0.25 -0.05 0.08
H 1.2591 -1.2335 0.9474 0.16 -0.16 0.12
H -0.3107 1.0358 1.6841 -0.05 -0.43 -0.16
H -1.1038 2.1540 0.6593 -0.24 -0.05 -0.19
```
Forces are in eV/Å.

Results
F_max: 0.017 hartree/bohr
Net charge: -1
E_HOMO: -2.55 eV
Relative energy (zero: lowest compared OMol25 entry of this formula, charge and spin): 24.1 kcal per mole
E: -16107.23360 eV
Spin multiplicity: 1



[5]
The following is a quantum chemistry calculation of 2 unconnected molecules or ions with the total composition C3H7OS, from the Open Molecules 2025 dataset.

```
12
Properties=species:S:1:pos:R:3:forces:R:3
S -1.1925 0.2960 1.0601 -0.27 0.15 0.40
O -0.4219 3.3743 -1.8856 0.05 0.94 0.65
C -0.2943 2.4966 -1.0590 1.04 -0.15 -1.57
C -0.3003 -1.2864 1.2270 1.43 0.95 0.50
C 0.7310 -1.4262 -0.0151 -2.17 0.99 -1.70
H 0.1928 -2.0533 -0.8046 0.94 0.19 1.04
H 0.1857 -1.3229 2.2690 -0.18 -0.01 -1.61
H -0.7052 1.5448 -1.3603 -0.30 -0.76 0.84
H -1.1115 -2.0078 1.2814 0.46 -0.67 -0.50
H 0.3902 2.5424 -0.1780 -0.72 0.16 -0.17
H 0.7469 -0.4249 -0.6309 0.09 -1.50 1.68
H 1.7792 -1.7325 0.0960 -0.37 -0.29 0.44
```
Forces are in eV/Å.

Results
F_max: 0.057 hartree/bohr
Net charge: -1
E_HOMO: -2.43 eV
Relative energy (zero: lowest compared OMol25 entry of this formula, charge and spin): 42.7 kcal per mole
E: -16106.42634 eV
Spin multiplicity: 1



[6]
The following is a quantum chemistry calculation of 2 unconnected molecules or ions with the total composition C3H7OS, from the Open Molecules 2025 dataset.

```
12
Properties=species:S:1:pos:R:3:forces:R:3
S -1.3421 -1.5619 1.0602 0.22 0.15 -0.29
O 2.4345 1.4382 -1.4105 0.52 0.31 -0.63
C -1.0210 0.1351 1.6396 -0.18 0.24 0.60
C 0.2026 0.5976 -1.6993 -0.16 -0.43 0.09
C 1.4483 0.9164 -0.9586 0.23 -0.02 0.28
H -1.6955 0.3501 2.4784 0.00 0.14 -0.11
H -0.2182 -0.3119 -1.2606 -0.29 0.06 0.11
H -0.0176 0.2987 2.0500 0.14 -0.23 -0.08
H 1.4676 0.6716 0.1117 -0.41 -0.19 0.21
H -0.4867 1.4202 -1.5101 -0.23 -0.02 0.02
H -1.1681 0.9467 0.9131 -0.13 -0.23 -0.19
H 0.3269 0.4643 -2.7723 0.28 0.22 -0.01
```
Forces are in eV/Å.

Results
F_max: 0.017 hartree/bohr
Net charge: -1
E_HOMO: -2.42 eV
Relative energy (zero: lowest compared OMol25 entry of this formula, charge and spin): 16.3 kcal per mole
E: -16107.56853 eV
Spin multiplicity: 1



[7]
The following is a quantum chemistry calculation of C3H7P in the gas phase, from the Open Molecules 2025 dataset.

```
11
Properties=species:S:1:pos:R:3:forces:R:3
P -1.1464 -0.6080 1.6689 1.74 0.60 -0.69
C -0.8710 -0.4130 -0.2389 -0.87 -0.81 1.03
C 0.0181 0.6952 -0.7153 2.45 0.15 -0.79
C 1.3986 0.5044 -0.8004 -2.74 0.12 0.82
H 1.8160 -0.4463 -0.3639 -0.37 1.07 -0.80
H -0.3225 0.5222 2.0968 -0.73 -0.47 -0.26
H 0.0527 -1.3743 1.6215 -0.24 -0.18 0.74
H -0.6548 -1.4798 -0.4869 0.74 1.01 -0.19
H -0.5000 1.6822 -1.0321 1.10 -1.79 0.54
H -1.8775 -0.3645 -0.5935 -0.69 0.73 -0.60
H 2.0868 1.2820 -1.1563 -0.39 -0.42 0.21
```
Forces are in eV/Å.

Results
F_max: 0.056 hartree/bohr
SMILES string: C=CCP
Net charge: 0
E_HOMO: -8.94 eV
Relative energy (zero: lowest compared OMol25 entry of this formula, charge and spin): 18.4 kcal per mole
E: -12511.28471 eV
Spin multiplicity: 1



[8]
The following is a quantum chemistry calculation of 2 unconnected molecules or ions with the total composition C3H7PS, from the Open Molecules 2025 dataset.

```
12
Properties=species:S:1:pos:R:3:forces:R:3
S -0.9252 0.9112 -3.4072 -0.21 -0.68 0.56
P 0.4745 -2.3612 -0.7709 0.91 -1.04 -0.23
C 0.3688 -0.4688 1.2586 0.09 -1.10 -0.34
C 1.0576 -1.5978 0.5752 1.74 1.59 1.28
C 0.9909 0.1624 2.2735 -3.27 0.05 -1.46
H -0.1694 0.4941 -2.3183 -0.96 0.03 -0.85
H -0.7177 -1.6678 -0.7616 -0.90 0.44 -0.13
H -1.9893 0.0149 -3.3292 1.19 0.64 0.31
H 0.5432 0.8490 2.9370 -0.97 0.94 0.22
H 1.9755 0.0785 2.4927 3.00 -1.08 0.38
H -0.6602 -0.3634 0.8047 0.98 0.54 1.37
H 2.1002 -1.7401 1.0448 -1.61 -0.33 -1.11
```
Forces are in eV/Å.

Results
F_max: 0.070 hartree/bohr
SMILES string: [H]/P=C\C=C.S
Net charge: 0
E_HOMO: -8.94 eV
Relative energy (zero: lowest compared OMol25 entry of this formula, charge and spin): 49.0 kcal per mole
E: -23345.84591 eV
Spin multiplicity: 1



> Among the records above, which one has the highest spin multiplicity?

number 2